No. 1
This record from OMol25 describes a 2-piece molecular cluster, C35H34BF6NO2S overall at a distorted geometry. The level of theory is ωB97M-V/def2-TZVPD.

```
! wB97M-V def2-TZVPD RIJCOSX def2/J DEFGRID3
* xyz 0 1
S -2.570 -2.367 -1.351
C 0.972 -0.941 4.480
H -1.152 -3.622 -4.471
F -4.071 1.759 1.424
H -4.408 -4.312 -2.678
C 0.536 0.124 5.270
H -0.184 -1.188 -3.826
B 1.561 -0.918 0.451
H -3.396 3.177 -2.019
H 2.484 0.250 1.030
F -1.265 2.773 -4.720
F -1.485 4.451 -3.300
H 1.126 -1.941 4.900
C -3.349 -4.587 -2.801
C 0.984 0.472 2.490
C 1.283 -0.736 3.151
H -2.570 4.232 1.302
H 3.315 -2.883 1.072
C 0.216 -0.077 6.722
C 0.855 3.966 -0.406
C -1.408 -1.266 -2.021
H -2.436 -0.246 0.389
F -5.220 0.592 -0.067
H 3.921 0.870 -0.218
H -3.210 -5.109 -3.752
H -0.833 0.155 6.922
H -0.289 -3.508 0.222
C 1.333 0.515 1.014
C 0.674 1.573 3.308
H 1.210 -5.545 -0.690
C 1.464 -4.657 -1.285
C -1.098 5.216 0.075
C -1.414 -3.045 -3.578
H -1.703 6.128 -0.024
H 0.811 0.566 7.371
C -2.757 2.354 -1.768
H 2.716 4.099 -1.511
C -4.370 1.660 0.079
C -2.465 -3.407 -2.730
C -0.882 -1.767 -3.217
C 0.142 5.130 -0.557
O 1.955 -1.029 -0.891
H 0.400 -1.105 7.037
C 2.365 -2.338 -1.317
H 2.275 -4.910 -1.981
F 0.375 3.280 -3.337
H 3.571 1.162 -1.938
O 0.667 -1.862 0.981
H -1.220 2.120 1.575
C 1.303 1.777 0.257
C -0.768 1.086 -2.245
C 3.075 -3.790 0.490
H 0.577 -4.367 -1.874
H 0.722 2.570 2.891
H 3.482 -2.344 -1.321
H 0.862 -3.869 1.518
H 3.936 -4.024 -0.142
H -3.080 -5.264 -1.974
C -1.531 2.208 -2.430
C -1.346 0.039 -1.487
C 0.710 -3.257 0.600
C -1.591 4.141 0.851
C 2.341 2.262 -0.589
H 0.046 2.219 5.257
H 2.880 -4.619 1.180
C 3.629 1.637 -0.946
C 0.374 1.369 4.656
C 0.346 2.859 0.357
N 2.072 3.545 -0.944
C -3.109 1.465 -0.741
C 1.867 -3.500 -0.390
H 4.408 2.415 -0.978
H 0.184 0.925 -2.737
C -0.871 2.966 0.996
C -2.297 0.385 -0.486
H 0.565 5.946 -1.174
C -1.003 3.186 -3.446
F -5.080 2.780 -0.241
H 1.803 -1.548 2.651
H 2.039 -2.454 -2.367
*
```

Computed properties:
**Max |F|**: 0.1164 Eh/bohr
**Orbital gap**: 6.75 eV
**E_HOMO**: -7.091 eV
**Energy above the lowest of the compared OMol25 structures with the same formula, charge and spin**: 172.8 kJ/mol

=====

No. 2
This record from OMol25 describes C35H34BiN3O2P as an isolated structure. The level of theory is ωB97M-V/def2-TZVPD.

```
! wB97M-V def2-TZVPD RIJCOSX def2/J DEFGRID3
* xyz 1 1
O -1.423 2.875 0.085
H 1.356 -4.627 -2.624
H -5.893 2.079 0.454
H -2.759 -4.949 -4.380
C 1.020 -2.820 -1.522
C 3.726 -2.949 -0.900
C -6.287 -1.270 0.309
C 2.816 2.075 1.952
H 0.150 -4.553 2.800
H -2.578 -4.338 -0.153
N -2.094 1.671 0.092
N 2.937 0.050 0.666
C -5.630 1.031 0.374
C -6.626 0.071 0.398
H -0.026 -2.792 -1.797
H 1.280 3.404 -3.411
H -2.346 -0.988 -2.825
H -3.758 2.815 0.379
C 1.570 -1.822 -0.735
H 3.129 1.739 -1.728
N 3.641 -0.884 0.258
C -2.743 -2.002 2.652
H 3.755 -4.766 -2.036
C 3.407 3.193 2.519
C -0.660 -3.836 2.764
C -2.672 -4.279 -3.535
C -0.947 -3.183 1.576
C -4.955 -1.629 0.186
H 0.202 -0.182 -3.044
C 2.455 1.169 -2.371
C 4.773 3.392 2.386
C -2.438 -2.560 -1.358
H -2.564 -2.510 -4.748
C 1.807 -3.870 -1.995
H -3.031 -2.435 4.727
C 0.938 3.143 -2.409
H -0.946 1.171 -2.949
Bi 0.497 -0.208 0.387
H -0.562 2.617 -0.297
H 5.234 4.270 2.817
C 3.602 1.158 1.267
H 2.556 0.106 -2.155
H 5.564 0.630 0.579
O 0.534 1.418 -0.856
C 4.973 1.350 1.127
H -0.353 -3.408 0.696
C -2.561 -2.910 -3.743
C -2.447 -2.651 3.843
C -3.340 1.816 0.259
C -2.568 -3.930 -1.156
H 2.767 1.318 -3.405
C -2.440 -2.055 -2.659
H -7.662 0.370 0.487
C 3.152 -3.945 -1.675
H 1.569 3.657 -1.683
H -7.051 -2.034 0.330
C 2.940 -1.901 -0.441
H 2.800 3.906 3.059
H -1.193 -4.084 4.828
H 6.616 2.634 1.588
C -4.283 0.686 0.254
H -4.699 -2.679 0.113
C -2.680 -4.785 -2.243
H 4.779 -2.959 -0.651
C -3.944 -0.671 0.151
C 0.090 0.900 -3.157
H 1.749 1.918 2.056
C -1.413 -3.573 3.901
H -0.088 3.499 -2.300
H -3.553 -1.286 2.623
C -2.005 -2.272 1.501
C 5.552 2.472 1.692
H -2.781 -5.850 -2.078
C 1.018 1.636 -2.201
P -2.246 -1.322 -0.035
H 0.315 1.155 -4.193
*
```

Computed properties:
**Max |F|**: 0.0109 Eh/bohr
**Orbital gap**: 7.22 eV
**E_HOMO**: -11.052 eV
**Energy above the lowest of the compared OMol25 structures with the same formula, charge and spin**: 6.4 kJ/mol

=====

No. 3
This record from OMol25 describes C35H34BrCoN3O4P2S as an isolated structure at a distorted geometry. The level of theory is ωB97M-V/def2-TZVPD.

```
! wB97M-V def2-TZVPD RIJCOSX def2/J DEFGRID3
* xyz 0 4
C -2.114 -4.303 3.336
C -2.963 1.708 -2.542
H 4.576 3.046 2.949
C 0.652 0.730 5.407
C 0.009 -1.457 -3.068
H 5.054 -2.263 0.572
C 6.056 -2.105 -1.308
C -0.202 -3.186 2.366
C 0.094 -5.188 3.679
H 0.749 -5.939 4.105
C 3.719 1.423 1.835
H -1.691 -6.063 4.492
H 1.379 -3.193 -0.777
H 3.106 0.135 -2.404
C -1.297 -1.700 -3.798
H -2.826 0.037 -1.202
O 1.084 0.582 -2.390
H -0.813 -2.225 -1.422
H -3.896 1.384 -2.988
P 2.583 -0.593 0.310
C -0.058 0.532 3.127
C 3.939 -0.487 -2.099
H 1.703 -4.094 2.777
C 1.062 -2.474 -3.483
C -1.157 3.266 -2.337
O -2.829 3.679 -3.917
H -3.637 3.303 -4.283
H -3.184 -4.358 3.497
C 4.914 -0.240 3.699
C 1.324 -1.163 4.096
H 1.267 -2.362 -4.548
C -1.277 -5.261 3.892
O -0.198 -1.515 -1.630
H -0.641 4.166 -2.637
H -0.267 0.779 1.087
C 6.043 -1.550 -2.585
C 4.466 1.971 2.871
C 3.950 -1.036 -0.818
H 0.713 -3.494 -3.297
O 0.526 0.323 -4.553
H 5.378 -0.892 4.430
H 6.878 -2.738 -0.998
C 1.354 -0.464 5.287
H 3.059 -3.435 -0.302
H -2.072 -1.017 -3.450
C 0.631 -4.155 2.923
H 4.975 -0.306 -3.968
C 4.159 -0.783 2.671
H 6.861 -1.747 -3.267
H -1.640 -2.731 -3.654
C -0.055 1.230 4.330
C 2.051 -3.294 0.079
H 1.845 -2.111 4.024
H -2.232 -2.525 2.137
P 0.379 -1.699 1.448
C -1.894 1.675 1.962
C 5.065 1.139 3.805
H 0.651 1.270 6.346
H 1.769 -4.189 0.629
C 5.021 -1.842 -0.426
H 3.257 2.074 1.101
C 3.554 0.045 1.729
H 5.643 1.561 4.618
H 1.991 -2.306 -2.936
C 0.569 -0.045 -3.382
N 2.017 -2.125 0.986
C -2.336 2.879 -2.955
H -0.610 2.156 4.402
H 1.914 -0.856 6.127
C -1.578 -3.278 2.569
N -0.750 1.054 2.000
Br 0.895 2.914 -0.397
N -1.228 1.294 -0.957
C 0.632 -0.681 2.985
S -3.044 2.165 2.959
H 4.020 -1.856 2.608
C -0.673 2.440 -1.355
H -1.142 -1.523 -4.861
Co 0.497 0.228 -0.418
C 4.988 -0.743 -2.977
C -2.370 0.954 -1.555
*
```

Computed properties:
**Max |F|**: 0.0375 Eh/bohr
**Orbital gap (alpha / beta)**: 7.29 / 7.39 eV
**E_HOMO (alpha / beta)**: -7.050 / -7.402 eV
**Energy above the lowest of the compared OMol25 structures with the same formula, charge and spin**: 302.8 kJ/mol
**<S²>**: 3.774

=====

No. 4
This record from OMol25 describes C35H34Cl2N2O4P2Pb as an isolated structure at a distorted geometry. The level of theory is ωB97M-V/def2-TZVPD.

```
! wB97M-V def2-TZVPD RIJCOSX def2/J DEFGRID3
* xyz 2 1
C -2.544 -0.073 0.978
H 6.053 0.842 -1.964
C -4.026 4.562 -0.571
C 2.499 0.513 2.354
C -4.034 3.179 2.349
C -1.642 4.773 -0.524
H 2.275 -5.409 -2.208
C 3.058 -1.422 4.239
H -2.596 0.377 -3.065
P 2.129 -1.199 0.261
C -3.178 0.954 1.877
H -1.199 -3.004 -1.296
H -3.028 7.483 -1.955
H -5.163 3.399 4.137
C 3.895 -1.154 -0.280
Cl -0.077 4.162 -0.135
H -4.915 1.023 4.787
C 1.853 -4.899 -1.356
C -2.276 -0.306 -3.849
C 0.793 -3.600 0.864
C -4.102 5.799 -1.188
Cl -5.469 3.647 -0.338
C -1.041 0.015 0.696
H -2.684 -2.044 -1.401
O -0.654 1.058 0.048
C 4.794 -2.117 0.171
C 6.596 -0.950 -0.916
C 2.858 0.893 3.632
N 0.111 3.291 -2.149
H -4.108 4.223 2.084
H 0.376 -3.093 1.719
H -3.670 -0.519 3.339
H -1.168 -2.778 -5.199
H -1.809 2.244 0.166
H 4.447 -2.942 0.777
C 1.632 -2.917 -0.014
C 3.143 -0.081 4.577
H 3.431 0.208 5.576
H 0.389 -1.953 -4.988
C -0.394 -2.514 -4.482
H 7.643 -0.866 -1.154
O 0.034 -0.753 -2.455
H 0.843 -6.635 -0.624
H 6.830 -2.749 0.217
H -0.147 -5.468 1.310
C -1.716 6.011 -1.149
C -3.758 0.520 3.059
C 0.499 -4.933 0.630
C -4.469 1.383 3.875
H -2.714 -1.058 1.412
H -1.785 0.269 -4.632
C 2.129 -3.561 -1.147
C -2.781 4.016 -0.187
C -4.611 2.717 3.511
H 3.290 -2.177 4.973
C 5.708 0.011 -1.370
C 4.369 -0.094 -1.044
H -3.140 -0.811 -4.268
C -1.946 -2.597 -1.975
H -3.028 -0.025 -0.004
P -1.092 -1.498 -3.149
N -2.645 2.790 0.410
C 2.695 -1.810 2.961
C 6.137 -2.008 -0.147
H -0.810 6.556 -1.365
H -5.067 6.185 -1.483
H 2.922 1.937 3.897
O -0.939 3.402 -2.628
H 2.635 -2.859 2.711
C 1.043 -5.588 -0.464
Pb 1.170 0.839 -1.337
O -0.306 -0.910 0.996
H 3.686 0.682 -1.387
H 2.275 1.256 1.597
H -2.441 -3.410 -2.499
C -3.311 2.314 1.519
H 0.036 -3.420 -4.057
C 2.412 -0.834 2.014
H 2.748 -3.018 -1.846
C -2.954 6.525 -1.472
*
```

Computed properties:
**Max |F|**: 0.0469 Eh/bohr
**Orbital gap (alpha / beta)**: 8.05 / 4.37 eV
**E_HOMO (alpha / beta)**: -13.117 / -12.773 eV
**Energy above the lowest of the compared OMol25 structures with the same formula, charge and spin**: 113.8 kJ/mol

=====

No. 5
This record from OMol25 describes C35H34ClNOSi2Ti as an isolated structure at a distorted geometry. The level of theory is ωB97M-V/def2-TZVPD.

```
! wB97M-V def2-TZVPD RIJCOSX def2/J DEFGRID3
* xyz 0 3
H 2.234 1.499 3.756
C 1.414 -0.750 -0.942
C 0.580 5.604 0.271
H 4.449 -2.341 -0.696
H 0.441 2.505 -0.063
C -1.455 -6.348 -2.161
H 1.406 6.352 -4.752
C 0.526 -4.483 1.353
H 1.434 5.537 -0.413
C -1.649 5.935 1.920
H -1.480 2.541 -1.454
H 3.670 5.251 -4.742
C -2.810 -6.678 -2.185
C -0.583 4.858 0.026
H 1.020 0.843 -2.366
C 3.106 0.278 -2.387
H -4.758 -3.411 -0.302
Ti -1.147 -3.171 0.738
C 4.094 -0.598 -1.919
C 3.103 3.781 -3.252
C 1.278 1.120 3.396
C -1.401 -4.369 2.650
C 1.589 5.481 -4.114
H -4.743 -6.067 -1.348
H -0.737 -6.973 -2.681
C -3.673 -5.876 -1.451
H 2.133 -2.506 0.122
H 2.325 2.550 -1.668
Si -0.298 3.346 -1.015
H -0.333 7.144 3.173
H -2.298 -4.670 3.190
C -1.738 5.115 0.791
C -0.611 -3.204 2.933
H 1.634 6.911 1.631
C -3.160 -4.786 -0.751
C -0.053 0.147 1.600
N -1.844 -4.454 -0.764
C 0.558 4.982 -3.307
C 1.773 0.172 -1.941
H -2.528 6.105 2.547
H -3.191 -7.525 -2.747
H 0.286 1.407 5.312
C 2.091 3.340 -2.393
H 4.082 3.280 -3.235
C -0.696 -5.158 1.678
H -0.984 -6.151 1.330
H 1.292 -4.819 0.650
H -3.539 -2.990 1.902
H -0.852 -2.424 3.649
C -1.149 0.130 2.477
H -4.526 -4.718 0.897
H 5.133 -0.508 -2.256
C 2.861 4.876 -4.099
C 0.584 -3.279 2.137
H -0.424 5.456 -3.333
C 3.713 -1.609 -1.029
H 1.391 -2.551 2.142
H -2.101 -0.308 2.151
C 0.684 6.406 1.416
H 0.044 -4.904 -1.462
H -2.694 4.671 0.510
H 3.406 1.058 -3.089
H 2.074 0.617 1.453
O -3.160 -3.146 1.020
C 0.814 3.922 -2.412
C 2.397 -1.689 -0.556
Cl -1.803 -0.046 -1.102
H -1.883 0.503 4.455
C -4.011 -4.029 0.216
C -0.998 -5.228 -1.484
Si -0.222 -0.803 -0.025
C 1.176 0.645 2.078
C -0.425 6.543 2.259
C 0.187 1.085 4.272
C -1.025 0.573 3.793
*
```

Computed properties:
**Max |F|**: 0.0385 Eh/bohr
**Orbital gap (alpha / beta)**: 5.18 / 6.71 eV
**E_HOMO (alpha / beta)**: -5.257 / -6.788 eV
**Energy above the lowest of the compared OMol25 structures with the same formula, charge and spin**: 0.0 kJ/mol
**<S²>**: 2.028

=====

No. 6
This record from OMol25 describes C35H34ClNOSi2Ti as an isolated structure at a distorted geometry. The level of theory is ωB97M-V/def2-TZVPD.

```
! wB97M-V def2-TZVPD RIJCOSX def2/J DEFGRID3
* xyz 0 3
C -3.101 5.034 -2.139
C 1.195 9.144 2.749
H -1.694 -2.519 2.757
H 2.632 -0.185 1.123
C -4.168 5.562 -2.906
C 0.328 3.571 1.653
C -1.673 -2.498 -0.645
C 0.573 6.804 2.530
C -0.466 4.134 0.549
H -0.497 3.518 -0.397
H 1.428 3.674 1.599
Ti 0.415 1.823 0.206
C 2.341 0.527 0.353
C -1.419 7.398 -0.680
H -1.141 4.118 -2.243
H 1.335 1.446 -2.729
C 1.779 9.099 1.477
C -1.922 4.528 0.849
C -4.076 5.600 -4.296
H -4.435 4.983 0.200
C -0.981 -1.296 -0.774
H -3.458 4.453 2.344
N -0.647 -0.518 0.274
C -0.452 -0.177 2.654
C -1.668 8.455 -2.850
C 1.743 0.197 -0.903
Si -3.155 5.286 -0.305
H -2.201 9.141 -3.512
H 0.193 8.006 4.282
H 1.203 10.073 3.319
H 3.254 2.459 1.077
C -2.937 5.106 -4.948
C -0.586 7.713 -3.329
C -1.577 3.814 3.173
C -1.978 4.518 -2.812
Cl -1.139 1.750 -1.477
H -2.901 8.906 -1.134
C 0.071 6.799 -2.496
C -1.561 -2.223 1.719
H 2.428 3.456 -1.311
H -4.902 6.018 -4.880
H -5.044 5.956 -2.390
C -1.988 -2.976 0.629
C 1.665 1.382 -1.696
H 1.528 -0.805 -1.260
C 1.744 7.917 0.737
H -0.262 7.834 -4.364
H -1.304 0.266 3.191
H -2.849 5.167 -6.035
C 2.676 1.926 0.326
H 0.383 3.220 3.798
H 0.826 1.369 2.867
C -2.067 8.318 -1.523
H -1.944 -3.027 -1.551
C 0.617 7.988 3.279
O 0.405 0.879 2.130
C -1.903 4.534 -4.201
H 0.907 6.207 -2.882
C 1.058 6.789 1.224
C -0.356 6.608 -1.181
H 2.255 9.987 1.063
C -0.252 3.494 2.952
H 2.204 7.886 -0.255
H -2.548 -3.898 0.764
H 0.137 5.905 2.962
H -0.716 -0.924 -1.764
H -1.691 7.377 0.384
C -0.917 -0.994 1.495
H -1.014 4.122 -4.691
Si 0.642 5.471 -0.050
C -2.400 4.268 2.129
H -2.002 3.735 4.175
H 1.950 5.117 -0.616
C 2.225 2.459 -0.934
H 0.136 -0.805 3.336
*
```

Computed properties:
**Max |F|**: 0.0520 Eh/bohr
**Orbital gap (alpha / beta)**: 5.38 / 6.38 eV
**E_HOMO (alpha / beta)**: -5.338 / -6.419 eV
**Energy above the lowest of the compared OMol25 structures with the same formula, charge and spin**: 199.1 kJ/mol
**<S²>**: 2.133

=====

Listing calculated total energy for the structures above in their given order: -70249.4887 -60533.2048 -186588.9211 -96873.5104 -91776.9404 -91774.8767 eV.